(1)
The following is a quantum chemistry calculation of a cluster of 2 separate species, C4H10OS in total, from the OMol25 dataset.

Last column: Mulliken charge in e.
Cartesian coordinates (Å):
C  -4.33749  -0.33877  1.87316  -0.665
C  -3.04203  -0.70369  2.08481  0.061
O  -2.56455  -2.07085  2.45134  -0.524
H  -4.38764  0.69979  1.54450  0.213
H  -5.25954  -0.81636  2.16938  0.284
H  -2.11745  -0.13230  2.07028  0.330
H  -3.17818  -2.78336  2.22161  0.300
C  1.92167  -0.46187  -2.07593  -0.744
S  2.92027  0.92939  -2.69656  -0.090
C  3.61390  1.82863  -1.22555  -0.796
H  2.60677  -1.28407  -1.77035  0.267
H  1.32038  -0.68648  -2.92759  0.272
H  1.21772  -0.28733  -1.21112  0.269
H  3.73131  1.05833  -0.46538  0.252
H  4.62924  2.37520  -1.07731  0.303
H  2.92563  2.67371  -0.96527  0.267

Atoms 1-3, force components in eV/Å:
C 2.8479 0.8532 0.4860
C -1.1277 -3.6199 0.6199
O -0.7974 2.5165 -0.4950

* energy relative to the best compared isomer or geometry (same formula, charge and spin): 2.3834 eV
* 2S+1: 1
* SMILES string: C=CO.CSC


(2)
The following is a quantum chemistry calculation of a cluster of 7 separate species, C14H41O7 in total, from the OMol25 dataset.

Last column: Mulliken charge in e.
Cartesian coordinates (Å):
O  0.57867  -0.01897  -0.16023  0.289
H  0.19460  -0.35948  -0.97149  0.182
H  1.51512  0.08568  -0.34383  0.025
H  0.37131  -0.57794  0.59220  0.339
C  -1.61476  -3.12052  -1.93185  -1.240
C  -0.81584  -2.43245  -3.01560  0.519
C  -1.67938  -1.93968  -4.12957  -1.341
O  0.11031  -1.46856  -2.56169  -0.749
H  -2.44478  -2.50048  -1.59316  0.107
H  -1.12277  -3.49622  -1.03468  0.207
H  -2.15665  -3.99439  -2.29353  0.477
H  -0.21326  -3.23663  -3.43785  0.216
H  -2.33193  -2.70942  -4.54162  0.430
H  -1.11466  -1.44957  -4.92265  0.316
H  -2.35440  -1.14015  -3.82429  0.217
C  3.42162  2.06182  -1.73167  -1.034
C  3.70936  0.73263  -1.08356  0.220
C  3.66085  0.93576  0.46916  -0.970
O  2.91213  -0.29368  -1.56645  -0.838
H  3.62650  2.10066  -2.80153  0.379
H  4.07651  2.80035  -1.26930  0.408
H  2.33650  2.16478  -1.72739  -0.098
H  4.72138  0.45550  -1.37870  0.413
H  4.14050  0.10523  0.98709  0.162
H  2.60098  1.07711  0.68079  0.097
H  4.24301  1.81849  0.73367  0.469
C  -4.05094  0.24196  1.79272  -0.993
C  -3.01098  0.26436  0.68708  -0.739
O  -1.91019  -0.41527  1.24644  0.047
H  -5.04452  0.53307  1.45192  0.395
H  -3.81643  1.00421  2.53575  0.215
H  -4.26754  -0.74578  2.19960  0.342
H  -2.57807  1.23424  0.44206  0.486
H  -3.23218  -0.23084  -0.25840  0.284
H  -2.25168  -1.26830  1.52452  0.102
C  2.49817  -1.76812  2.54034  -1.031
C  1.18539  -2.53508  2.69272  -0.449
O  0.37157  -2.17844  1.68275  -0.442
H  3.29564  -2.27852  3.08036  0.449
H  2.42257  -0.70188  2.75369  0.192
H  2.87211  -1.88459  1.52314  0.262
H  0.80724  -2.43524  3.71014  0.318
H  1.32455  -3.61616  2.69554  0.420
H  -0.53089  -2.35146  1.96063  0.112
C  0.52188  1.39165  4.76109  -1.465
C  -0.40744  0.89424  3.71170  0.691
O  -0.94202  1.90779  2.87774  -0.635
H  0.95966  0.57461  5.33459  0.343
H  -0.07697  1.96355  5.46990  0.383
H  1.41671  1.89932  4.40102  0.341
H  -1.30658  0.58797  4.24634  0.216
H  0.07901  0.09056  3.15893  -0.180
H  -1.54862  1.59522  2.20251  0.226
C  -0.34788  3.24790  -3.07135  -0.975
C  -1.53575  2.31485  -3.26315  -0.378
O  -1.54095  1.41233  -2.17979  -0.338
H  0.63006  2.80777  -3.26631  0.193
H  -0.30564  3.49773  -2.01121  0.243
H  -0.49370  4.12363  -3.70375  0.399
H  -1.65268  1.88589  -4.25835  0.349
H  -2.50556  2.81140  -3.29510  0.308
H  -1.39821  0.52529  -2.51801  0.108

Atoms 1-3, force components in eV/Å:
O -1.5661 1.6677 1.4776
H -0.7609 -1.6554 -2.5636
H 2.8638 -0.6664 -1.5181

* energy relative to the best compared isomer or geometry (same formula, charge and spin): 0.0000 eV
* 2S+1: 1
* net charge: -1


(3)
The following is a quantum chemistry calculation of an isolated molecule of C2H3ClO2S, from the OMol25 dataset.

Last column: Mulliken charge in e.
Cartesian coordinates (Å):
O  2.21957  -1.19200  0.24338  -0.441
C  1.33471  -0.45099  -0.11663  0.479
Cl  1.63605  1.15820  -0.75327  -0.147
C  -0.13735  -0.79120  0.10008  -0.579
S  -1.68851  0.23338  0.45230  0.083
O  -1.33028  1.82716  0.37284  -0.429
H  -0.24463  -1.42436  -0.73655  0.368
H  -0.26919  -1.40550  0.97223  0.319
H  -1.52037  2.04532  -0.53438  0.346

Atoms 1-3, force components in eV/Å:
O -1.4327 1.3641 -1.1903
C 0.6303 -0.5136 2.4974
Cl 0.1365 -0.1582 -0.2960

* energy relative to the best compared isomer or geometry (same formula, charge and spin): 0.8727 eV
* 2S+1: 1
* SMILES string: O=C(Cl)CSO


(4)
The following is a quantum chemistry calculation of an isolated molecule of C5H5NO, from the OMol25 dataset.

Last column: Mulliken charge in e.
Cartesian coordinates (Å):
C  1.80011  0.40685  1.36006  0.130
C  1.01409  0.54137  0.46162  -0.644
C  -0.03728  0.62783  -0.55660  0.160
O  0.37256  0.17254  -1.82634  -0.528
C  -1.25076  -0.23449  -0.15588  -0.519
C  -0.89145  -1.44552  0.58461  0.233
N  -0.62390  -2.38494  1.19944  -0.405
H  2.46022  0.25825  2.18309  0.409
H  -0.37316  1.67123  -0.60565  0.244
H  1.23297  0.55175  -2.03228  0.330
H  -1.93602  0.34704  0.46522  0.307
H  -1.76737  -0.51191  -1.07729  0.282

Atoms 1-3, force components in eV/Å:
C -0.2975 0.0657 -0.2741
C 0.3432 -0.0168 0.4144
C -0.0914 0.0589 0.3069

* energy relative to the best compared isomer or geometry (same formula, charge and spin): 2.4035 eV
* 2S+1: 1
* SMILES string: C#C[C@@H](O)CC#N


Copy entry 4 word for word.
The following is a quantum chemistry calculation of an isolated molecule of C5H5NO, from the OMol25 dataset.

Last column: Mulliken charge in e.
Cartesian coordinates (Å):
C  1.80011  0.40685  1.36006  0.130
C  1.01409  0.54137  0.46162  -0.644
C  -0.03728  0.62783  -0.55660  0.160
O  0.37256  0.17254  -1.82634  -0.528
C  -1.25076  -0.23449  -0.15588  -0.519
C  -0.89145  -1.44552  0.58461  0.233
N  -0.62390  -2.38494  1.19944  -0.405
H  2.46022  0.25825  2.18309  0.409
H  -0.37316  1.67123  -0.60565  0.244
H  1.23297  0.55175  -2.03228  0.330
H  -1.93602  0.34704  0.46522  0.307
H  -1.76737  -0.51191  -1.07729  0.282

Atoms 1-3, force components in eV/Å:
C -0.2975 0.0657 -0.2741
C 0.3432 -0.0168 0.4144
C -0.0914 0.0589 0.3069

* energy relative to the best compared isomer or geometry (same formula, charge and spin): 2.4035 eV
* 2S+1: 1
* SMILES string: C#C[C@@H](O)CC#N


What is the formula in the third record? C2H3ClO2S


Look up the energy relative to the best compared isomer or geometry (same formula, charge and spin) of the fourth one. 2.4035 eV


2S+1 of number 4 (C5H5NO)? 1